Arrangement P

The following is a DFT calculation (ωB97M-V/def2-TZVPD) of 2 unconnected molecules or ions with the total composition C4H10OS.

```
16
Properties=species:S:1:pos:R:3
C 2.405 1.394 -0.382
C -1.290 -0.516 -1.263
H -0.303 -0.693 -1.611
H -0.451 -1.050 2.056
H 2.825 2.162 0.193
H 1.655 1.792 -1.054
H 1.967 0.623 0.324
H 3.272 1.017 -0.958
O -2.685 0.110 2.402
H -0.350 -2.167 0.727
C -1.305 -0.435 0.239
S -2.618 0.333 0.962
H -1.642 0.488 -1.651
H 0.765 -0.737 0.805
H -1.968 -1.165 -1.782
C -0.277 -1.158 0.994
```

Results
LUMO = 0.09 eV
HOMO level = -8.76 eV
2S+1 = 1

=====

Arrangement Q

The following is a DFT calculation (ωB97M-V/def2-TZVPD) of a single C4H10OS molecule.

```
16
Properties=species:S:1:pos:R:3
C -1.598 1.129 0.655
S 1.906 0.945 0.057
C 0.880 -1.743 -0.217
H -0.882 2.035 0.933
C -0.813 0.084 -0.108
H 0.992 -1.642 -1.271
H -1.504 -0.745 -0.384
H -2.254 1.708 -0.034
H 0.372 1.229 -1.040
O -0.490 0.737 -1.371
H 0.651 -0.308 1.530
H 2.281 0.640 -1.250
H -2.070 0.850 1.568
H 0.124 -2.375 0.186
H 1.854 -2.173 0.313
C 0.553 -0.370 0.434
```

Results
LUMO = 0.74 eV
Structure (SMILES) = C[C@@H](O)[C@@H](C)S
HOMO level = -9.66 eV
2S+1 = 1

=====

Arrangement R

The following is a DFT calculation (ωB97M-V/def2-TZVPD) of a single C4H10OS molecule.

```
16
Properties=species:S:1:pos:R:3
C 0.189 0.390 0.017
O -2.093 -0.441 0.118
S 0.960 -1.279 -0.067
H 1.207 0.941 -1.793
H -0.729 1.636 1.526
C 1.060 1.370 -0.810
H -0.942 -0.260 -1.652
C -1.172 0.255 -0.691
H 0.550 2.316 -0.868
H -0.195 0.061 2.114
H 2.081 1.505 -0.401
H 1.008 1.289 1.780
H -1.546 1.286 -0.884
H 1.715 -1.087 1.022
C 0.069 0.863 1.442
H -2.632 -0.958 -0.459
```

Results
LUMO = 0.78 eV
Structure (SMILES) = CC(C)(S)CO
HOMO level = -8.93 eV
2S+1 = 1

=====

Verdict on stability: arrangement R comes out on top.

=====

Arrangement P

The following is a DFT calculation (ωB97M-V/def2-TZVPD) of 2 unconnected molecules or ions with the total composition C4H10OS.

```
16
Properties=species:S:1:pos:R:3
C 2.521 -0.334 1.531
H 2.424 -1.406 1.633
H -1.377 0.504 -3.410
H -1.087 -0.936 0.417
C -0.894 -0.674 -0.623
S -2.334 -0.872 -1.698
H -0.050 -1.325 -0.882
C 1.826 0.557 2.211
H -3.182 0.877 -3.057
H -0.570 0.354 -0.714
H 1.826 1.625 2.076
H 0.891 -0.709 3.289
C -2.184 0.643 -2.701
H -1.952 1.454 -2.030
O 0.831 0.231 3.086
H 3.309 0.012 0.872
```

Results
LUMO = 0.83 eV
Structure (SMILES) = C=CO.CSC
HOMO level = -8.40 eV
2S+1 = 1

=====

Arrangement Q

The following is a DFT calculation (ωB97M-V/def2-TZVPD) of 2 unconnected molecules or ions with the total composition C4H10OS.

```
16
Properties=species:S:1:pos:R:3
H 2.515 0.767 -1.584
H -1.702 1.800 0.035
C -1.078 -0.609 -0.354
H -1.081 -2.071 1.382
H 1.913 -1.155 0.033
C 1.486 0.792 -1.110
C 1.501 -0.143 0.176
H -1.310 -0.334 1.640
S -1.679 0.896 -1.049
H 1.189 1.778 -0.784
H 1.280 1.390 1.276
H 0.733 0.403 -1.807
H -0.928 -1.257 -1.146
O 1.383 0.425 1.431
C -1.577 -1.223 0.974
H -2.645 -1.460 0.888
```

Results
LUMO (alpha / beta) = 0.66 / 0.68 eV
HOMO level (alpha / beta) = -6.92 / -7.13 eV
2S+1 = 1

=====

Arrangement R

The following is a DFT calculation (ωB97M-V/def2-TZVPD) of 2 unconnected molecules or ions with the total composition C4H10OS.

```
16
Properties=species:S:1:pos:R:3
O 1.756 2.063 1.072
H 0.682 -1.160 -0.060
H -1.681 -1.291 -1.096
H 0.556 2.484 -1.833
H 0.851 0.749 -0.122
H 1.052 3.747 -0.674
C -1.458 -1.749 -0.124
S 0.366 -2.577 1.763
C 0.022 -2.008 0.068
C 0.986 1.803 0.189
C 0.487 2.835 -0.802
H 0.349 -2.791 -0.616
H -1.821 -1.092 0.668
H -0.593 2.970 -0.680
H -2.119 -2.616 -0.100
H 0.565 -1.368 2.347
```

Results
LUMO = 0.79 eV
Structure (SMILES) = CC=O.CCS
HOMO level = -9.06 eV
2S+1 = 1

=====

Verdict on stability: arrangement R comes out on top.

=====

Arrangement P

The following is a DFT calculation (ωB97M-V/def2-TZVPD) of a molecular structure, C4H12NO.

```
18
Properties=species:S:1:pos:R:3
H 0.807 2.309 -0.422
H 1.279 -1.822 -0.231
H -0.829 -1.530 1.391
O -1.098 0.500 -1.111
C 1.443 1.431 -0.673
C 0.476 -1.302 -0.852
H -1.300 0.429 -2.049
H 2.266 1.347 0.043
N -0.318 0.353 1.005
H 1.687 1.316 -1.656
C -1.330 -0.585 1.529
H -2.161 -0.316 0.919
H 0.831 -1.313 -1.858
H -0.628 1.314 0.977
H 0.547 0.231 1.649
H -0.228 -2.109 -0.865
H -1.466 -0.311 2.641
C 0.021 0.060 -0.438
```

Results
LUMO = -3.37 eV
Net charge = +1
HOMO level = -14.12 eV
2S+1 = 1

=====

Arrangement Q

The following is a DFT calculation (ωB97M-V/def2-TZVPD) of 3 unconnected molecules or ions with the total composition C4H12NO.

```
18
Properties=species:S:1:pos:R:3
H 2.863 -1.170 -0.688
H 0.030 -1.720 0.617
H -3.237 -0.072 1.813
O -0.806 1.609 0.107
C 2.361 -0.245 -0.695
H -1.167 -1.154 -0.497
H -1.163 2.493 0.251
H 2.779 0.583 -1.249
H 1.427 1.252 0.757
H -0.181 -2.224 -0.997
H -2.000 0.627 0.646
H -3.454 -0.358 0.220
C 0.807 -0.278 -0.784
C 1.541 0.229 0.486
H 1.630 -0.346 1.408
C -0.098 -1.428 -0.361
H 0.412 0.556 -1.284
N -2.737 -0.143 0.895
```

Results
LUMO = -9.70 eV
Net charge = +1
HOMO level = -14.41 eV
2S+1 = 1

=====

Verdict on stability: arrangement P comes out on top.